# 1
Density functional theory data (ωB97M-V/def2-TZVPD) for a structure of composition C23H32GeNO4Rh.

The geometry in ORCA input format:
```
! wB97M-V def2-TZVPD RIJCOSX def2/J DEFGRID3
* xyz 0 5
Rh -0.72227 0.22027 0.35735
C -0.72334 -1.96137 -2.55807
C 0.32616 -1.68010 -1.50645
C 1.52861 -1.05217 -1.85709
C 1.82336 -0.74115 -3.30864
C 2.47830 -0.73921 -0.87489
C 3.75036 -0.02048 -1.27433
C 2.23916 -1.07100 0.45910
C 3.26226 -0.79474 1.53525
C 1.04903 -1.72054 0.82095
C 0.82647 -2.14007 2.25408
C 0.10569 -2.07262 -0.16996
C -1.02234 -3.01871 0.20386
H -0.72829 -1.18591 -3.32121
H -1.72018 -1.98473 -2.12359
H -0.53936 -2.91951 -3.05262
H 1.50520 0.26984 -3.58464
H 1.31675 -1.43511 -3.97416
H 2.88917 -0.81767 -3.51551
H 3.58238 0.63419 -2.12770
H 4.53577 -0.72974 -1.55209
H 4.13436 0.60032 -0.46801
H 2.99083 0.07852 2.13789
H 4.25284 -0.62209 1.12452
H 3.33596 -1.64163 2.21664
H -0.22756 -2.28391 2.47384
H 1.19286 -1.38936 2.95022
H 1.34764 -3.08111 2.46262
H -1.78175 -2.54032 0.82410
H -0.62109 -3.85800 0.77322
H -1.51253 -3.42405 -0.67550
O 3.25975 6.09344 1.32974
C 3.67638 5.04734 0.93689
O 4.74490 4.47476 0.60633
C 2.69259 3.79442 0.69612
C 2.36951 3.41101 -0.59075
C 1.40824 2.42682 -0.72771
N 0.83485 1.84522 0.32621
C 1.16623 2.22690 1.56093
C 2.12047 3.20536 1.80089
C 0.45311 1.54836 2.74574
O 0.84365 1.85153 3.85852
O -0.45514 0.70037 2.42794
H 2.84103 3.85646 -1.45550
H 1.09403 2.08025 -1.70397
H 2.34665 3.47514 2.82283
C -4.51666 -1.84845 -0.85961
Ge -4.07650 -0.15314 0.02987
C -5.59630 1.06027 -0.23275
C -3.83481 -0.47710 1.94984
C -2.46687 0.65282 -0.74445
H -5.52909 -2.15018 -0.58031
H -3.83450 -2.64233 -0.55799
H -4.48529 -1.75353 -1.94666
H -6.51557 0.63141 0.17113
H -5.74170 1.24495 -1.29902
H -5.41559 2.01750 0.25937
H -4.79530 -0.58548 2.45651
H -3.27463 0.33114 2.42136
H -3.26830 -1.39908 2.10946
H -2.56206 1.74146 -0.65406
H -2.35753 0.41446 -1.80609
*
```

Properties
<S²> ... 6.0141
Highest occupied orbital energy (spin up / spin down) ... -0.28026 / -0.32929 Eh
Orbital gap (spin up / spin down) ... 7.4763 / 5.5556 eV
LUMO (spin up / spin down) ... -0.1 / -3.4 eV
Energy above the lowest of the compared OMol25 structures with the same formula, charge and spin ... 0.000 eV
DFT total energy ... -93571.792 eV

# 2
Density functional theory data (ωB97M-V/def2-TZVPD) for a structure of composition C23H32N2O3.

The geometry in ORCA input format:
```
! wB97M-V def2-TZVPD RIJCOSX def2/J DEFGRID3
* xyz 0 1
C 3.88852 -1.24185 -3.52933
H 4.21960 -1.43977 -2.50508
H 4.39519 -0.41803 -3.99164
H 3.82679 -2.00350 -4.19956
O 2.75541 -0.31909 -3.39993
C 1.72968 -1.23994 -2.87297
C 1.91285 -2.64860 -2.39312
C 0.63847 -3.06208 -1.92304
C -0.52437 -2.41557 -1.74698
C -0.65747 -1.14284 -2.03921
C 0.28856 -0.63333 -2.89615
O 0.12471 0.78414 -3.34011
C 0.96352 1.45549 -4.17845
H 0.87343 0.50910 -5.10395
H 1.85610 1.73648 -4.00791
H 0.36783 2.02854 -4.57655
C -1.82228 -0.39390 -1.63714
N -1.83978 0.18021 -0.43648
C -1.01145 1.26045 -0.35035
C -0.95776 1.83600 0.97427
N -0.92933 1.07986 1.99031
C -0.50157 1.25648 3.27099
C 0.67134 0.59928 3.74547
C 1.74592 0.48478 2.63431
C 1.57727 -0.24923 1.60142
C 2.47620 -0.38235 0.70319
C 3.46940 0.77534 0.49675
C 3.17933 1.76344 1.17858
C 2.61685 1.66637 2.37423
H 2.52866 2.57337 3.11471
H 3.85069 2.65608 0.97810
H 3.97544 0.84853 -0.55261
H 2.49852 -1.27173 -0.00758
H 1.23437 -1.21222 2.03755
H 1.24474 1.19896 4.68310
H 0.30282 -0.42893 3.99524
H -0.36374 2.68285 3.27994
H -1.28503 1.04763 4.19284
C -2.03412 0.00121 1.93330
C -1.85071 -0.85469 0.50760
H -2.60730 -1.54945 0.68028
H -0.79819 -1.49112 0.59240
H -1.77478 -0.71518 2.73984
C -3.28372 0.66844 2.14766
C -4.51112 -0.34319 2.25931
O -4.86992 -1.16776 1.46820
H -4.92857 -0.66899 0.67581
H -5.40212 0.20125 2.89974
H -4.32383 -0.96089 3.15036
H -3.62329 1.07504 1.04478
H -3.47467 1.41742 2.87956
H -0.14878 2.65316 1.06148
H -2.05186 2.69612 1.05968
H -0.89755 1.87548 -1.04477
H 0.13531 0.68268 -0.21821
H -2.84589 -1.31251 -1.73806
H -2.03502 0.45351 -2.52833
H -1.30041 -3.04213 -1.22705
H 0.68114 -4.23631 -1.55062
H 2.62592 -3.30250 -2.35582
*
```

Properties
Highest occupied orbital energy ... -0.27481 Eh
Orbital gap ... 8.0824 eV
LUMO ... 0.6 eV
Energy above the lowest of the compared OMol25 structures with the same formula, charge and spin ... 24.479 eV
DFT total energy ... -33471.151 eV

# 3
Density functional theory data (ωB97M-V/def2-TZVPD) for a structure of composition C23H32N8OPSSr.

The geometry in ORCA input format:
```
! wB97M-V def2-TZVPD RIJCOSX def2/J DEFGRID3
* xyz 1 1
Sr 0.04358 0.25236 0.73837
N 0.40340 -4.57683 -0.11915
C 0.15489 -3.25144 -0.19631
S -0.75101 -2.55580 1.12062
N 0.60207 -2.67859 -1.29879
N 0.41170 -1.33157 -1.35005
C 0.48244 -0.82985 -2.52553
C 0.24720 0.60154 -2.74376
C 0.28318 1.12888 -4.03028
C 0.02271 2.47477 -4.21428
C -0.26519 3.26286 -3.10972
C -0.27055 2.65897 -1.86343
N -0.02098 1.36530 -1.67459
H -0.01339 -5.10150 0.62732
H 0.83591 -5.04920 -0.89388
H 0.64953 -1.47602 -3.38488
H 0.49868 0.47907 -4.86779
H 0.03907 2.90621 -5.20649
H -0.47836 4.31770 -3.20946
H -0.48638 3.23810 -0.97043
C -0.60503 4.80411 2.03322
C 0.33922 3.63388 2.00720
O -0.05909 2.47544 1.84534
N 1.64272 3.90393 2.15706
C 2.67422 2.87045 2.15054
C 3.17298 2.53958 0.76021
C 4.15058 3.32753 0.16631
C 4.60840 3.00173 -1.09861
C 4.08564 1.88251 -1.72511
C 3.11708 1.15117 -1.06128
N 2.65092 1.46961 0.15008
H -1.62720 4.44132 1.98963
H -0.41533 5.45606 1.17910
H -0.46957 5.39060 2.94196
H 1.91856 4.86333 2.28550
H 2.29006 1.96994 2.62429
H 3.50225 3.23439 2.75687
H 4.55831 4.17732 0.69881
H 5.37127 3.59964 -1.57935
H 4.42485 1.57378 -2.70378
H 2.69575 0.26166 -1.51441
C -4.34664 -0.57109 0.65935
P -3.03502 0.46665 -0.08724
C -3.92202 2.05768 -0.28293
C -2.99894 -0.17427 -1.79847
C -3.12896 0.65167 -2.91246
C -3.00240 0.13265 -4.19314
C -2.74244 -1.21824 -4.37606
C -2.60890 -2.04871 -3.27208
C -2.73123 -1.53080 -1.99170
H -3.98570 -1.59420 0.75675
H -5.23906 -0.55613 0.03314
H -4.59287 -0.20216 1.65525
H -4.83813 1.93528 -0.86184
H -3.28707 2.80054 -0.76594
H -4.17512 2.42548 0.71245
H -3.32591 1.70991 -2.79151
H -3.11150 0.78536 -5.05032
H -2.64991 -1.62309 -5.37554
H -2.39893 -3.10203 -3.40570
H -2.58494 -2.17963 -1.13651
N 2.50508 -0.35812 3.53475
N 2.04525 -0.87395 2.27821
H 3.10067 -1.02965 4.00842
H 1.69403 -0.21324 4.12310
H 1.76655 -1.85201 2.33139
H 2.81458 -0.79678 1.62232
*
```

Properties
Highest occupied orbital energy ... -0.36609 Eh
Orbital gap ... 7.4095 eV
LUMO ... -2.6 eV
Energy above the lowest of the compared OMol25 structures with the same formula, charge and spin ... 0.061 eV
DFT total energy ... -59297.625 eV

# 4
Density functional theory data (ωB97M-V/def2-TZVPD) for a structure of composition C23H32O2PS2TeV.

The geometry in ORCA input format:
```
! wB97M-V def2-TZVPD RIJCOSX def2/J DEFGRID3
* xyz 1 2
V 0.08232 0.13290 -1.30332
Te 1.53453 -1.23585 -2.86704
C 3.35143 -0.60311 -2.00857
C 4.33804 -1.38961 -1.49045
C 5.44811 -0.64061 -0.99249
C 5.28101 0.70098 -1.13235
S 3.78050 1.05834 -1.88374
H 4.27625 -2.46954 -1.46692
H 6.32869 -1.08821 -0.55171
H 5.95269 1.49905 -0.85477
C -1.96234 -2.89590 -2.79169
C -2.39384 -1.47733 -3.10697
O -2.22569 -0.57173 -2.00738
C -3.11480 -0.81070 -0.91660
C -3.17625 0.42915 -0.05118
H -2.04116 -3.50294 -3.69459
H -2.59692 -3.34766 -2.02756
H -0.92683 -2.91815 -2.45017
H -3.44311 -1.45841 -3.41269
H -1.78917 -1.06561 -3.91434
H -2.77039 -1.66964 -0.33307
H -4.10628 -1.04616 -1.31358
H -2.17279 0.74147 0.24651
H -3.75523 0.22719 0.85108
H -3.65250 1.25005 -0.58650
O -0.02706 -0.74665 0.36296
S 1.07648 -0.75751 1.45463
C 0.53844 -2.06939 2.53067
C 1.29577 -2.32935 3.66387
C 0.88135 -3.33401 4.52041
C -0.26589 -4.06547 4.23260
C -0.99835 -3.80388 3.08345
C -0.59473 -2.79844 2.21372
C 0.68753 0.63729 2.47535
C 1.71039 1.53402 2.74415
C 1.43278 2.65207 3.52067
C 0.14704 2.85789 3.99744
C -0.87060 1.94915 3.71168
C -0.60546 0.82672 2.94965
H 2.18914 -1.75335 3.87867
H 1.45458 -3.55246 5.41107
H -0.58643 -4.84952 4.90620
H -1.88160 -4.38632 2.85742
H -1.14062 -2.58722 1.30488
H 2.70739 1.36003 2.35603
H 2.21800 3.36112 3.74466
H -0.06784 3.72980 4.60129
H -1.86921 2.11509 4.09437
H -1.38460 0.10527 2.73286
C -0.13045 3.62861 -1.42173
P -0.37984 2.15588 -2.48241
C 0.71091 2.52283 -3.89701
C -2.01641 2.50006 -3.21624
H -0.36597 4.54050 -1.97144
H 0.90791 3.66483 -1.09350
H -0.77236 3.57083 -0.54149
H 0.49728 3.52382 -4.27603
H 0.54020 1.78930 -4.68354
H 1.75550 2.45998 -3.59305
H -2.03764 3.52339 -3.59190
H -2.80416 2.36429 -2.47741
H -2.19771 1.81284 -4.04285
*
```

Properties
<S²> ... 0.7662
Highest occupied orbital energy (spin up / spin down) ... -0.36476 / -0.35102 Eh
Orbital gap (spin up / spin down) ... 7.1959 / 6.8239 eV
LUMO (spin up / spin down) ... -2.7 / -2.7 eV
Energy above the lowest of the compared OMol25 structures with the same formula, charge and spin ... 0.743 eV
DFT total energy ... -92398.105 eV

# 5
Density functional theory data (ωB97M-V/def2-TZVPD) for a structure of composition C23H32O2S4Se2Y.

The geometry in ORCA input format:
```
! wB97M-V def2-TZVPD RIJCOSX def2/J DEFGRID3
* xyz 1 1
Y 0.64636 0.59290 0.07220
C -1.55284 -1.78400 -1.10588
C -0.28597 -1.74268 -1.68277
C 0.70288 -2.64326 -1.29402
C 0.41583 -3.59509 -0.32956
C -0.84664 -3.63869 0.24863
C -1.82962 -2.73596 -0.13184
H -2.32801 -1.10070 -1.43664
H -0.08340 -1.05491 -2.48717
H 1.68480 -2.59150 -1.74531
H 1.17531 -4.30084 -0.02167
H -1.06609 -4.38380 1.00184
H -2.80991 -2.77837 0.32326
C -2.77616 3.27749 -0.15211
Se -1.02535 3.25152 0.70771
C -1.65673 2.87463 2.51094
C -2.49579 1.61896 2.60280
Se -1.59074 -0.02372 2.08838
C -0.55003 -0.29064 3.70755
H -3.42590 3.94346 0.41211
H -3.21556 2.28570 -0.21891
H -2.66317 3.67298 -1.15804
H -2.22784 3.74606 2.83329
H -0.75066 2.81089 3.11237
H -3.38242 1.67850 1.97326
H -2.84894 1.47012 3.62433
H -1.24081 -0.39691 4.53989
H 0.13880 0.53972 3.83881
H 0.01150 -1.20709 3.55293
C 1.28263 0.73284 -4.26031
C -0.21408 0.95240 -4.01180
S -0.71814 1.74233 -2.46322
C -0.08427 3.42351 -2.69291
C 1.42273 3.62064 -2.58132
S 2.06962 2.98699 -1.01334
C 3.63432 2.23350 -1.50475
C 3.60510 1.30170 -2.71656
S 2.22449 0.12669 -2.82650
H 1.74504 1.64704 -4.62435
H 1.36929 0.01099 -5.07385
H -0.75318 0.00560 -4.02724
H -0.63398 1.53500 -4.83430
H -0.58771 4.04042 -1.94766
H -0.43656 3.77619 -3.66440
H 1.62720 4.69076 -2.64153
H 1.93991 3.15734 -3.41468
H 3.93953 1.68864 -0.61215
H 4.37418 3.01483 -1.68435
H 4.52378 0.71522 -2.70520
H 3.62296 1.86641 -3.64867
O 2.70730 -0.23612 0.00873
C 2.48545 -0.65502 1.19547
O 1.34562 -1.14623 1.43039
C 3.36724 -0.24058 2.31242
C 4.39436 -1.00403 2.84110
C 5.13110 -0.50677 3.90578
C 4.82711 0.74505 4.42252
C 3.80060 1.50741 3.88698
C 3.05058 1.02703 2.81778
S 1.75175 2.01189 2.11290
H 4.61416 -1.98004 2.42786
H 5.93479 -1.09184 4.33051
H 5.39737 1.13718 5.25437
H 3.57743 2.48418 4.29567
*
```

Properties
Highest occupied orbital energy ... -0.36487 Eh
Orbital gap ... 7.7655 eV
LUMO ... -2.2 eV
Energy above the lowest of the compared OMol25 structures with the same formula, charge and spin ... 0.076 eV
DFT total energy ... -203541.174 eV

# 6
Density functional theory data (ωB97M-V/def2-TZVPD) for a structure of composition C23H33Cl2N2PtSSbSi.

The geometry in ORCA input format:
```
! wB97M-V def2-TZVPD RIJCOSX def2/J DEFGRID3
* xyz 0 1
Pt 0.79696 1.19467 -0.86616
Cl 3.36829 1.55772 -1.13213
C 3.43920 3.26966 -0.73715
C 4.70741 3.77724 -0.51342
C 4.86225 5.11843 -0.21651
C 3.74034 5.92940 -0.15327
C 2.48653 5.39687 -0.38294
Cl 1.12885 6.47281 -0.27558
C 2.26968 4.03797 -0.68512
S 0.62677 3.48480 -0.94489
H 5.56070 3.11605 -0.57487
H 5.84572 5.52895 -0.03544
H 3.82624 6.98151 0.07995
C -1.83120 1.05880 -3.09257
Si -1.47299 1.10412 -1.24811
C -2.44789 2.51457 -0.47838
C -2.23762 -0.46113 -0.47971
C -3.27505 -1.13677 -1.12866
C -3.92384 -2.21695 -0.54013
C -3.55066 -2.64562 0.72545
C -2.52139 -1.99155 1.39067
C -1.87475 -0.92059 0.78976
H -2.90074 1.04247 -3.31738
H -1.36266 0.19021 -3.56105
H -1.40094 1.94967 -3.55445
H -3.51551 2.35906 -0.65957
H -2.16611 3.48433 -0.88950
H -2.29253 2.54965 0.60252
H -3.59181 -0.81509 -2.11456
H -4.72794 -2.71686 -1.06689
H -4.06245 -3.47799 1.19315
H -2.22881 -2.31103 2.38467
H -1.07076 -0.42095 1.32130
C 2.95108 1.05256 3.41289
Sb 1.25750 1.46072 2.13855
C 1.17662 3.54520 2.60590
C -0.22113 0.87775 3.59102
H 2.76668 1.41213 4.42557
H 3.83239 1.55228 3.01059
H 3.14321 -0.01980 3.44008
H 1.21800 3.68094 3.68641
H 0.26015 3.97622 2.20630
H 2.02085 4.05328 2.14055
H -0.03448 1.39240 4.53342
H -0.16974 -0.19918 3.75492
H -1.22059 1.12578 3.23448
N 0.83400 -0.82688 -1.14601
C 0.57160 -1.94968 -1.18902
N 0.25581 -3.21171 -1.28649
C 0.62493 -4.17502 -0.24440
C -0.56129 -5.07153 0.07728
C -1.13259 -5.69865 -1.19243
C -1.52357 -4.61583 -2.19550
C -0.32857 -3.73726 -2.52680
H 0.95330 -3.61482 0.62961
H 1.47009 -4.77363 -0.60377
H -1.33268 -4.47075 0.56474
H -0.24030 -5.84129 0.78140
H -1.99769 -6.31632 -0.94798
H -0.38533 -6.36220 -1.64256
H -2.31249 -3.98712 -1.77399
H -1.90495 -5.05829 -3.11743
H -0.61201 -2.88988 -3.14858
H 0.43793 -4.31383 -3.05777
*
```

Properties
Highest occupied orbital energy ... -0.24490 Eh
Orbital gap ... 6.9784 eV
LUMO ... 0.3 eV
Energy above the lowest of the compared OMol25 structures with the same formula, charge and spin ... 0.192 eV
DFT total energy ... -80910.307 eV

# 7
Density functional theory data (ωB97M-V/def2-TZVPD) for a structure of composition C23H33InN2O4.

The geometry in ORCA input format:
```
! wB97M-V def2-TZVPD RIJCOSX def2/J DEFGRID3
* xyz -2 1
C 2.45474 4.10381 0.70814
C 2.06415 2.56852 1.01987
C 0.61931 2.02937 1.07322
C 0.37200 0.51791 1.34086
C 1.59032 -0.43323 1.55489
C 1.39900 -1.99262 1.83990
In 2.24218 -3.34014 0.19286
C 4.00231 -2.44146 -0.90329
C 3.53527 -1.27331 -1.87534
C 3.98868 0.20203 -1.80695
C 3.46749 1.33131 -2.76501
C 2.45532 0.89690 -3.84326
C 1.84796 1.97659 -4.85395
C 1.99444 -0.57526 -3.99243
C 2.52236 -1.64291 -3.01147
C 0.49018 -3.86077 -1.14839
O -0.69401 -3.46036 -0.80505
O 0.57932 -4.60648 -2.32741
C 3.04460 0.10607 1.53582
C 3.25981 1.60881 1.27065
H 2.67658 4.12836 -0.42794
H 1.59438 4.82785 0.88658
H 3.42883 4.37582 1.23058
H -0.22177 2.79260 0.91075
H -0.71713 0.15831 1.37419
H 1.84595 -2.31120 2.84096
H 0.26480 -2.17688 1.89867
H 2.80269 -4.87546 0.99684
H 4.73609 -1.99109 -0.13336
H 4.61340 -3.20313 -1.51780
H 4.72337 0.48560 -0.97643
H 3.83194 2.40279 -2.62141
H 0.91215 1.52154 -5.33128
H 2.63705 2.26394 -5.62846
H 1.50902 2.88478 -4.24820
H 1.25213 -0.92071 -4.79376
H 2.19668 -2.73086 -3.09803
H 3.90933 -0.62597 1.69471
H 4.34638 1.99130 1.23497
C -3.72638 -3.07356 -1.07753
C -4.16201 -1.69154 -0.68129
O -3.74654 -1.14381 0.32989
N -5.05142 -1.04578 -1.49219
C -5.65050 -1.52263 -2.71792
H -3.01984 -3.45587 -0.34093
H -4.59100 -3.74321 -1.11093
H -3.22923 -3.04654 -2.04922
H -5.29792 -0.12306 -1.16351
H -5.38448 -0.83255 -3.52240
H -6.73662 -1.52520 -2.59221
H -5.31454 -2.52423 -2.97611
C -3.05750 3.32175 4.77860
C -1.91241 2.37056 5.01113
O -0.97175 2.65105 5.74442
N -1.95076 1.17108 4.37490
C -2.96885 0.66610 3.47913
H -2.89181 4.23595 5.34913
H -3.11947 3.58080 3.71932
H -3.99391 2.86939 5.11299
H -1.15237 0.58401 4.57530
H -3.36654 -0.25825 3.90317
H -2.50096 0.44759 2.51815
H -3.78054 1.37557 3.33285
*
```

Properties
Highest occupied orbital energy ... -0.00668 Eh
Orbital gap ... 4.3958 eV
LUMO ... 4.2 eV
DFT total energy ... -40721.717 eV